1.
A 4-piece molecular cluster, C43H78BFN4O11S overall. Source: the Open Molecules 2025 dataset; level of theory: wB97M-V/def2-TZVPD.

Atoms and positions in Å:
C (2.545, -4.527, 3.519)
C (1.357, -5.036, 2.528)
C (1.624, -4.711, 0.973)
C (0.509, -3.776, 0.290)
C (-0.290, -4.282, -0.955)
C (-1.351, -3.317, -1.623)
O (-2.058, -3.815, -2.787)
B (-1.523, -3.105, -3.951)
O (-0.107, -3.115, -4.288)
O (-2.386, -2.313, -4.811)
C (-1.594, -1.892, -1.026)
O (-2.597, -1.039, -1.635)
C (-3.746, -0.983, -0.725)
C (-5.061, -1.708, -1.296)
C (-5.530, -2.934, -0.322)
C (-6.312, -0.718, -1.513)
C (-7.092, -0.298, -0.175)
C (-6.263, 0.674, 0.810)
C (-8.404, 0.552, -0.668)
C (-0.797, -1.327, 0.219)
C (0.244, -2.345, 0.840)
S (1.192, -1.666, 2.307)
C (1.469, 0.107, 1.768)
C (2.821, 0.817, 2.042)
C (3.025, 2.275, 1.546)
C (1.839, 2.988, 0.815)
C (2.126, 4.510, 0.333)
C (3.640, 4.503, -0.251)
O (4.584, 5.112, 0.324)
F (4.007, 3.769, -1.427)
C (0.464, 2.254, 0.549)
C (-0.729, 3.056, -0.201)
C (0.248, 0.758, 1.009)
N (-1.046, 0.037, 0.766)
H (3.076, -3.611, 3.060)
H (3.346, -5.316, 3.717)
H (2.023, -4.143, 4.476)
H (1.235, -6.159, 2.741)
H (0.399, -4.501, 2.864)
H (2.685, -4.248, 0.891)
H (1.666, -5.707, 0.398)
H (-0.090, -5.317, -1.400)
H (0.140, -2.159, -4.369)
H (-2.013, -1.402, -4.782)
H (-3.904, 0.139, -0.482)
H (-3.519, -1.474, 0.301)
H (-4.852, -2.216, -2.318)
H (-5.520, -2.597, 0.772)
H (-4.889, -3.871, -0.470)
H (-6.621, -3.183, -0.595)
H (-7.076, -1.272, -2.180)
H (-5.942, 0.189, -2.108)
H (-7.495, -1.178, 0.443)
H (-5.560, 0.027, 1.440)
H (-5.591, 1.389, 0.198)
H (-6.947, 1.275, 1.526)
H (-7.983, 1.474, -1.232)
H (-8.954, 0.872, 0.282)
H (-9.024, -0.123, -1.362)
H (3.632, 0.213, 2.573)
H (4.048, 2.754, 1.749)
H (1.361, 4.901, -0.417)
H (2.188, 5.131, 1.300)
H (-1.770, 2.631, 0.076)
H (-0.628, 3.042, -1.339)
H (-0.753, 4.157, 0.160)
H (-1.480, -0.141, 1.701)
C (1.031, 7.043, 7.007)
O (0.688, 5.679, 7.186)
C (-0.662, 5.492, 7.616)
C (-1.483, 4.816, 6.518)
N (-1.705, 5.724, 5.391)
C (-2.272, 5.066, 4.211)
C (-1.404, 4.008, 3.511)
O (-0.234, 4.538, 2.895)
C (0.887, 4.649, 3.760)
H (2.104, 7.100, 6.805)
H (0.501, 7.473, 6.152)
H (0.819, 7.626, 7.908)
H (-1.125, 6.430, 7.941)
H (-0.626, 4.825, 8.483)
H (-2.449, 4.508, 6.929)
H (-0.940, 3.920, 6.201)
H (-0.822, 6.144, 5.127)
H (-2.485, 5.858, 3.486)
H (-3.235, 4.621, 4.479)
H (-2.003, 3.591, 2.694)
H (-1.156, 3.164, 4.162)
H (0.903, 3.873, 4.529)
H (0.913, 5.641, 4.214)
H (1.791, 4.549, 3.156)
C (-1.509, 2.807, -6.758)
O (-1.863, 1.444, -6.594)
C (-3.212, 1.263, -6.156)
C (-4.048, 0.609, -7.255)
N (-4.270, 1.532, -8.369)
C (-4.853, 0.894, -9.553)
C (-4.000, -0.162, -10.273)
O (-2.830, 0.365, -10.893)
C (-1.700, 0.456, -10.038)
H (-0.437, 2.857, -6.968)
H (-2.042, 3.252, -7.604)
H (-1.710, 3.381, -5.848)
H (-3.664, 2.201, -5.815)
H (-3.175, 0.585, -5.297)
H (-5.013, 0.303, -6.841)
H (-3.515, -0.288, -7.589)
H (-3.386, 1.948, -8.635)
H (-5.064, 1.697, -10.266)
H (-5.818, 0.454, -9.282)
H (-4.609, -0.563, -11.090)
H (-3.754, -1.017, -9.635)
H (-1.684, -0.331, -9.280)
H (-1.660, 1.441, -9.570)
H (-0.804, 0.356, -10.654)
C (9.486, -3.723, 5.154)
O (9.608, -3.317, 3.802)
C (10.005, -4.378, 2.931)
C (8.868, -4.739, 1.975)
N (7.771, -5.398, 2.685)
C (6.557, -5.550, 1.879)
C (5.835, -4.264, 1.446)
O (5.261, -3.534, 2.527)
C (6.149, -2.626, 3.162)
H (9.306, -2.833, 5.762)
H (8.637, -4.401, 5.285)
H (10.403, -4.203, 5.508)
H (10.355, -5.257, 3.484)
H (10.848, -4.003, 2.342)
H (9.249, -5.409, 1.198)
H (8.529, -3.814, 1.498)
H (7.539, -4.857, 3.510)
H (5.857, -6.142, 2.479)
H (6.791, -6.147, 0.992)
H (4.993, -4.567, 0.815)
H (6.460, -3.616, 0.822)
H (6.887, -2.211, 2.473)
H (6.640, -3.110, 4.007)
H (5.556, -1.802, 3.565)

As for the SMILES: CCCc1cc(OB(O)O)c(OC[C@@H](C)CC(C)C)c2c1Sc1ccc(CC(=O)F)c(C)c1N2.COCCNCCOC.COCCNCCOC.COCCNCCOC. Its energy above the lowest of the compared OMol25 structures with the same formula, charge and spin is 0.00 kcal/mol. The HOMO energy comes out at -8.1 eV.

=====

2.
A 4-piece molecular cluster, C32H39ClF2NO16P overall. Source: the Open Molecules 2025 dataset; level of theory: wB97M-V/def2-TZVPD.

Atoms and positions in Å:
C (5.988, -2.113, -2.298)
O (6.403, -0.960, -1.580)
C (6.688, 0.153, -2.418)
C (5.875, 1.407, -2.004)
C (4.534, 1.525, -2.809)
C (3.319, 1.982, -1.942)
C (2.713, 3.334, -2.376)
C (1.337, 3.623, -1.717)
C (0.140, 3.392, -2.726)
C (-0.312, 1.935, -2.579)
C (0.131, 0.896, -3.418)
N (1.049, 1.269, -4.488)
C (1.628, 0.121, -5.144)
O (2.755, -0.223, -5.038)
F (0.803, -0.584, -5.959)
C (0.210, 1.930, -5.508)
O (-0.938, 1.659, -5.659)
F (0.790, 2.859, -6.269)
C (-0.310, -0.397, -3.225)
C (-1.219, -0.739, -2.210)
P (-1.849, -2.470, -1.953)
O (-0.591, -3.211, -1.122)
O (-1.866, -3.086, -3.513)
C (-1.680, 0.277, -1.376)
C (-1.217, 1.598, -1.571)
C (-1.797, 2.652, -0.623)
O (-1.176, 3.577, -0.173)
C (-3.257, 2.399, -0.245)
Cl (-4.345, 3.762, -0.069)
C (-3.700, 1.164, -0.076)
C (-2.706, 0.030, -0.264)
O (-2.710, -0.954, 0.429)
H (5.226, -2.634, -1.692)
H (5.504, -1.888, -3.264)
H (6.797, -2.850, -2.451)
H (7.756, 0.409, -2.255)
H (6.588, -0.067, -3.494)
H (6.500, 2.274, -2.274)
H (5.699, 1.380, -0.919)
H (4.673, 2.277, -3.603)
H (4.364, 0.550, -3.283)
H (3.631, 1.999, -0.885)
H (2.554, 1.185, -2.021)
H (2.661, 3.374, -3.477)
H (3.412, 4.131, -2.063)
H (1.244, 4.652, -1.342)
H (1.176, 2.919, -0.887)
H (0.488, 3.624, -3.741)
H (-0.716, 4.020, -2.446)
H (0.008, -1.221, -3.869)
H (0.092, -2.532, -1.005)
H (-1.303, -3.877, -3.483)
H (-4.745, 0.987, 0.181)
C (-8.323, -1.245, 3.067)
C (-7.217, -0.269, 3.389)
C (-7.662, 0.921, 4.200)
O (-6.731, 1.930, 3.791)
C (-6.319, 1.612, 2.539)
O (-5.690, 2.334, 1.833)
O (-6.717, 0.360, 2.197)
H (-7.927, -2.099, 2.517)
H (-8.801, -1.609, 3.977)
H (-9.077, -0.782, 2.428)
H (-6.385, -0.789, 3.871)
H (-7.594, 0.746, 5.271)
H (-8.672, 1.259, 3.956)
C (-2.989, 0.989, 3.945)
C (-2.656, 1.880, 5.116)
C (-1.186, 1.942, 5.443)
O (-1.200, 2.210, 6.848)
C (-2.364, 1.710, 7.342)
O (-2.611, 1.595, 8.496)
O (-3.207, 1.359, 6.334)
H (-4.059, 1.025, 3.738)
H (-2.453, 1.298, 3.046)
H (-2.746, -0.053, 4.163)
H (-3.069, 2.880, 4.957)
H (-0.671, 2.735, 4.904)
H (-0.664, 0.996, 5.273)
C (3.819, -4.306, 2.598)
C (3.483, -4.895, 1.250)
C (3.630, -6.394, 1.179)
O (3.939, -6.604, -0.202)
C (4.532, -5.469, -0.657)
O (5.082, -5.371, -1.704)
O (4.413, -4.462, 0.248)
H (3.652, -3.228, 2.593)
H (3.207, -4.748, 3.384)
H (4.873, -4.458, 2.837)
H (2.481, -4.581, 0.940)
H (2.716, -6.917, 1.453)
H (4.456, -6.777, 1.784)

As for the SMILES: COCCCCCCCc1c(N(C(=O)F)C(=O)F)cc(P(O)O)c2c1C(=O)C(Cl)=CC2=O.C[C@@H]1COC(=O)O1.C[C@@H]1COC(=O)O1.C[C@@H]1COC(=O)O1. The HOMO energy comes out at -8.9 eV.

=====

3.
C21H43N2OP3Yb as an isolated structure. Source: the Open Molecules 2025 dataset; level of theory: wB97M-V/def2-TZVPD.

Atoms and positions in Å:
Yb (0.063, 0.403, 1.209)
P (-1.623, 1.585, -0.671)
P (-2.308, -0.995, 2.376)
P (2.441, 0.623, -0.233)
H (-0.160, -3.293, 1.031)
C (0.869, -2.928, 1.118)
C (1.443, -2.686, 2.310)
H (0.916, -2.842, 3.258)
C (-2.072, 0.547, -2.114)
C (-3.209, 2.221, -0.018)
C (-0.805, 3.062, -1.379)
C (-2.102, -2.409, 3.532)
C (-3.460, 0.043, 3.375)
C (-3.507, -1.761, 1.199)
C (3.869, -0.391, 0.264)
C (3.094, 2.324, -0.218)
C (2.336, 0.245, -2.018)
H (1.381, -2.708, 0.173)
H (2.445, -2.252, 2.394)
H (-2.752, 1.042, -2.819)
H (-2.530, -0.377, -1.731)
H (-1.145, 0.232, -2.621)
H (-3.765, 2.856, -0.722)
H (-2.965, 2.799, 0.889)
H (-3.811, 1.355, 0.306)
H (-1.456, 3.684, -2.009)
H (0.087, 2.729, -1.936)
H (-0.444, 3.663, -0.527)
H (-3.041, -2.970, 3.640)
H (-1.792, -2.027, 4.514)
H (-1.310, -3.073, 3.161)
H (-4.434, -0.445, 3.506)
H (-3.608, 1.000, 2.863)
H (-2.993, 0.241, 4.347)
H (-4.325, -2.264, 1.741)
H (-2.974, -2.500, 0.578)
H (-3.922, -0.994, 0.524)
H (4.652, -0.352, -0.505)
H (3.527, -1.425, 0.423)
H (4.243, -0.009, 1.223)
H (3.963, 2.404, -0.882)
H (3.361, 2.562, 0.818)
H (2.301, 3.010, -0.539)
H (3.328, 0.363, -2.487)
H (1.589, 0.886, -2.516)
H (1.985, -0.795, -2.115)
C (0.579, -1.278, -5.017)
C (-0.071, -1.726, -6.189)
C (0.399, -2.926, -6.741)
C (1.482, -3.597, -6.124)
C (2.233, -2.995, -5.092)
C (1.845, -1.731, -4.646)
O (-0.030, -0.451, -4.103)
H (-0.952, -0.238, -4.390)
H (-0.865, -1.129, -6.651)
H (-0.059, -3.344, -7.650)
H (1.787, -4.593, -6.472)
H (3.118, -3.459, -4.640)
H (2.424, -1.117, -3.977)
C (1.321, 0.674, 4.584)
C (0.681, 1.893, 4.013)
N (0.116, 2.068, 2.812)
C (-0.344, 3.403, 2.765)
C (-0.038, 4.008, 3.954)
N (0.612, 3.037, 4.722)
H (2.374, 0.896, 4.807)
H (0.832, 0.435, 5.538)
H (1.271, -0.209, 3.926)
H (-0.851, 3.817, 1.894)
H (-0.223, 5.021, 4.297)
H (0.976, 3.162, 5.669)

As for the expectation value of S²: 0.751. Its energy above the lowest of the compared OMol25 structures with the same formula, charge and spin is 22.84 kcal/mol. The spin multiplicity is 2. The HOMO energy (spin up / spin down) comes out at -14.3 / -14.3 eV. As for the charge: +3.

=====

Number 1: largest force on an atom 0.1177 hartree/bohr. Number 2: largest force on an atom 0.0414 hartree/bohr. Number 3: largest force on an atom 0.0356 hartree/bohr.